1.
93
Properties=species:S:1:pos:R:3:forces:R:3:lowdin_spin:R:1 method="wB97M-V/def2-TZVPD" orbital_gap_ev="8.13 / 7.56" multiplicity=2 lumo_energy_ev="-0.2 / -0.8" energy_ha=-5628.14920 max_force_ev_per_a=0.707
C -1.2487 5.7415 1.5011 -0.061 0.111 0.017 0.000
H 2.5652 0.7730 -4.8369 -0.004 0.005 0.002 0.000
S -1.0447 6.2263 -0.1861 -0.006 -0.123 0.022 0.000
H -0.5298 0.8488 -5.0163 -0.005 0.004 0.004 0.000
C 4.2721 -4.4210 -4.4530 -0.013 0.004 0.004 0.000
H -2.3618 -5.0434 4.8372 0.009 -0.001 0.009 0.000
H -2.5033 3.7246 -1.1413 -0.028 -0.016 -0.032 0.000
C -1.6099 5.0677 4.1730 0.002 -0.009 -0.001 0.000
H 0.5023 5.3961 4.3625 -0.002 0.001 0.002 0.000
C -0.5468 -5.5323 3.7659 -0.008 0.017 -0.015 0.000
H 4.9545 -5.2492 -4.6499 -0.004 -0.005 -0.001 0.000
H -2.7943 1.0227 1.3891 0.000 0.045 -0.003 0.000
O -4.5216 -3.1619 2.9141 0.007 -0.002 -0.005 0.000
C 4.1358 -4.2235 -2.9428 0.005 0.016 -0.007 0.000
H -1.8510 0.0606 4.9745 0.011 0.036 -0.009 0.000
H -4.4139 0.6867 4.2574 -0.004 0.006 -0.002 0.000
H 3.6637 -3.1236 -0.4778 0.001 0.005 0.004 0.000
H 5.9725 -3.0773 -2.7113 0.007 -0.007 -0.014 0.000
H 4.6756 -3.5307 -4.9394 0.009 -0.004 -0.002 0.000
H 2.6885 -0.7355 -5.7464 0.003 0.003 0.001 0.000
C -1.7715 1.0837 4.6051 0.016 0.020 0.036 0.000
H -2.1236 2.8397 -2.6128 0.034 -0.012 -0.012 0.000
H -4.5230 1.3867 2.6380 -0.001 0.020 -0.002 0.000
C -1.6130 -2.1525 1.4558 -0.190 0.039 0.063 0.003
C 1.9902 0.0129 -5.3691 0.003 -0.030 -0.021 0.000
C -1.1633 2.1206 -0.8865 -0.034 -0.070 0.375 -0.001
C -1.8100 4.7592 5.6312 0.004 -0.004 -0.004 0.000
C 2.5054 -2.3354 -3.5428 -0.040 0.084 -0.032 -0.001
H 2.5912 -2.6329 -4.5777 0.002 -0.005 0.006 0.000
H -2.1347 1.7742 5.3641 0.004 0.016 -0.005 0.000
O -2.3309 6.2034 -0.8350 0.012 0.028 -0.023 0.000
H -1.9118 5.6824 6.2052 0.003 0.000 0.002 0.000
O -3.1901 -1.7204 4.3973 -0.009 -0.061 -0.065 0.000
C -0.0709 0.4996 -4.0877 0.026 -0.011 0.012 0.000
H -0.3719 -1.2267 -6.0619 0.001 -0.002 0.001 0.000
C 0.0279 -4.1145 1.8879 -0.024 -0.026 -0.006 0.000
H 1.5075 0.4865 -6.2269 0.001 -0.002 -0.001 0.000
C 3.2463 -3.0294 -2.5988 0.026 -0.070 0.029 0.004
H -0.9616 4.2106 6.0404 -0.004 -0.004 -0.001 0.000
C -0.6206 4.3050 -1.9966 -0.078 -0.094 0.068 0.000
O -0.2761 7.4319 -0.2135 0.050 -0.004 0.054 0.000
C 0.1448 -1.6831 -5.2149 0.003 0.001 -0.024 0.000
H 0.1629 4.3321 -0.0795 0.081 0.029 0.004 0.000
H 5.5267 -3.9910 -1.2678 -0.001 0.016 0.003 0.000
H -0.8578 0.1441 -3.4246 -0.004 -0.009 0.001 0.000
H 0.4194 1.3446 -3.6063 -0.002 0.004 -0.011 0.000
C -4.0147 1.4572 3.5974 -0.003 -0.074 -0.018 0.000
C -2.1004 0.9567 2.2273 -0.030 -0.108 0.045 0.003
C 1.5360 -0.8669 -1.9167 0.167 0.182 0.067 0.005
O 0.7863 0.1708 -1.5299 -0.237 -0.409 -0.075 0.088
C 5.5397 -4.0148 -2.3581 -0.006 0.008 -0.009 0.000
Br 2.1120 -1.0277 0.8515 -0.128 0.358 0.105 -0.002
S -3.2685 -2.5310 3.2043 -0.026 -0.033 0.081 0.000
C -2.6862 5.0770 3.2918 0.012 -0.017 -0.004 0.000
N -2.5922 1.2349 3.4124 0.022 0.043 -0.017 0.003
H -0.3094 -6.3825 4.3917 -0.001 -0.001 0.002 0.000
C 0.3001 -5.2009 2.7111 0.005 -0.007 0.002 0.000
O -0.9052 0.6208 2.0581 0.130 -0.004 -0.049 0.007
H 0.2445 3.8446 -2.4749 0.004 -0.004 0.014 0.000
O -0.1986 2.2612 -0.0590 0.185 0.022 -0.682 0.012
C -0.1590 5.7517 2.3625 -0.007 -0.009 0.004 0.000
H 0.6712 -3.8511 1.0584 0.006 0.016 0.012 0.000
H 6.1967 -4.8324 -2.6614 -0.002 -0.008 0.012 0.000
H 2.5186 -5.6656 -2.7421 -0.001 -0.001 -0.004 0.000
H -0.6027 -2.1475 -4.5695 -0.003 0.003 0.002 0.000
H 3.4330 -5.4128 -1.2536 0.003 -0.002 0.004 0.000
C -2.5129 5.4029 1.9547 0.009 -0.043 -0.008 0.000
Ru -0.1637 0.1875 0.1625 -0.239 -0.303 0.278 0.835
H -2.7139 4.1718 5.7934 -0.001 0.007 0.000 0.000
H 4.1374 -6.3630 -2.5664 0.000 -0.001 0.003 0.000
H -3.3478 5.4195 1.2669 -0.004 0.010 0.001 0.000
C -1.9484 -3.7196 3.1941 0.009 0.092 0.060 0.000
H -0.7378 1.3155 4.3647 0.004 0.003 -0.002 0.000
H 0.8172 6.0482 2.0002 -0.001 0.011 0.002 0.000
H -4.1876 2.4447 4.0272 -0.005 -0.016 0.027 0.000
C -1.6948 -4.7896 4.0247 -0.010 -0.040 -0.027 0.000
C 3.5179 -5.4924 -2.3388 0.014 -0.003 -0.003 0.000
C 0.9289 -0.6070 -4.4472 -0.033 0.002 0.032 0.000
H -1.0220 5.0443 -2.6847 0.002 0.025 0.022 0.000
C 3.1251 -2.6239 -1.2722 -0.003 0.006 0.019 -0.001
N -0.1457 4.9830 -0.7918 -0.015 0.094 -0.132 0.000
C -1.6909 3.2526 -1.7011 -0.007 0.044 -0.028 -0.001
C -0.3448 5.3969 3.6871 0.003 -0.003 0.001 0.000
N -2.7332 -1.6648 1.9260 0.050 0.009 -0.042 0.001
H 3.3152 -4.6659 -4.9175 -0.002 0.009 -0.003 0.000
H 1.1828 -5.8005 2.5311 -0.004 -0.009 0.004 0.000
O -0.9658 -1.6727 0.4764 0.504 -0.089 -0.451 0.038
H -3.6784 4.8416 3.6585 -0.001 -0.005 -0.001 0.000
C -1.1100 -3.3759 2.1535 -0.021 -0.072 -0.068 0.000
C 2.2984 -1.5683 -0.9789 -0.117 -0.151 0.125 0.004
H 0.7896 -2.4696 -5.6071 -0.002 -0.004 0.001 0.000
O -1.6603 0.9481 -0.9548 -0.064 0.511 0.252 -0.006
C 1.6484 -1.2666 -3.2581 0.045 0.016 0.028 0.005


2.
75
Properties=species:S:1:pos:R:3:forces:R:3:lowdin_spin:R:1 method="wB97M-V/def2-TZVPD" charge=+3 orbital_gap_ev="5.37 / 4.11" multiplicity=6 lumo_energy_ev="-7.6 / -11.8" energy_ha=-2641.10722 max_force_ev_per_a=2.871
H 1.6295 1.9017 -1.3612 -0.037 -0.579 0.128 0.010
P -1.0335 2.1714 -0.6515 -1.168 2.469 0.570 0.144
H -1.4209 0.8807 -7.6876 0.275 0.164 -0.060 0.001
H 2.7768 -6.2104 0.8280 -0.288 -0.152 0.143 -0.003
H 1.0104 -1.1846 2.5922 -0.115 -0.059 0.165 0.002
C 1.6232 0.8803 -0.9572 0.745 -0.287 1.096 0.124
C 1.5229 0.7056 0.4639 0.830 0.090 -1.077 0.052
H -2.7258 2.6741 1.0718 0.092 -0.009 -0.400 0.000
C -2.6588 -0.4244 2.0613 -0.008 0.063 0.413 0.019
C -0.7477 1.6291 2.7604 -0.143 -0.076 -0.069 0.016
H 1.0571 4.8574 -5.9597 -0.211 -0.167 -0.288 -0.002
C 0.8033 -3.4512 0.4018 0.445 1.760 -2.118 0.163
H 0.0576 2.2109 -9.2293 0.034 0.039 0.129 -0.001
Ru -0.3702 0.0637 -0.4626 2.709 0.460 0.829 1.934
C 0.7036 3.5730 -7.6801 0.501 0.349 -0.182 0.285
H -1.4510 2.4166 2.4690 0.274 -0.242 0.107 0.000
C 1.8323 -4.4057 0.2025 1.120 -1.138 0.099 0.130
C 1.9200 -5.5587 0.9702 0.373 0.421 -0.553 -0.003
H 2.2555 0.1725 -1.5019 -0.299 0.521 0.269 0.021
H -0.4935 -1.8353 -3.4009 -0.322 -0.058 0.168 0.002
H -2.8352 -0.5418 3.1413 -0.066 0.049 -0.298 0.004
N 2.1217 -1.8028 -2.4352 -0.537 -1.075 0.978 0.160
H -3.0115 -3.1714 -1.9286 0.111 -0.008 0.154 0.003
H -0.5067 -1.9614 3.1153 0.154 0.346 0.019 0.001
H 0.0475 3.5006 1.1094 -0.043 0.049 -0.335 0.000
H -1.3187 -3.3194 -1.3968 -0.154 0.107 -0.036 0.001
C -0.1535 -4.9193 2.0607 -0.881 1.687 -0.417 0.051
H 2.9076 -2.1136 -2.9921 -0.183 0.275 -0.230 0.003
C -1.2954 -1.0932 -3.3209 -0.330 0.079 -0.810 0.065
P -0.9153 0.0700 1.7674 -0.752 -0.170 1.674 0.093
H -2.5674 -2.8771 -0.2299 -0.078 0.062 -0.164 0.001
C -0.8395 1.7358 -7.3416 0.776 0.339 -1.180 0.094
H 0.9506 -6.7287 2.4912 -0.043 0.137 -0.096 0.009
C -0.3706 3.3175 -5.5288 1.301 1.667 -0.202 0.120
H -0.9251 1.3733 3.8157 -0.047 0.124 -0.374 0.002
H -0.9404 -5.1364 2.7804 0.162 0.016 -0.181 0.000
C 1.8475 -2.5491 -1.3455 1.051 0.075 -1.065 0.089
N 0.8740 -2.3596 -0.4730 -0.623 -1.787 1.286 0.221
H -2.9474 3.6173 -0.4185 -0.178 -0.129 0.199 0.005
H 1.3922 4.1131 -8.3235 -0.116 -0.068 0.013 0.011
P -1.9458 -1.0006 -1.6301 -1.104 -1.635 0.176 0.145
C -0.0008 -1.0003 2.9669 0.121 -0.173 0.002 0.032
C -0.9093 2.1105 -5.9827 -1.255 -1.982 1.222 0.218
H -2.8755 -1.3816 1.5660 0.080 0.257 0.109 0.001
C -2.2436 -2.7516 -1.2666 -0.363 -0.430 -0.231 0.021
C -0.0193 3.5529 0.0175 -0.163 0.160 -0.129 0.032
H -4.3039 -0.9933 -2.2059 0.103 0.137 0.025 0.001
H -1.0063 -3.0002 1.4518 0.216 -0.456 -0.019 0.003
H -4.0149 -0.1945 -0.6533 0.217 -0.095 -0.171 0.000
C -0.2048 -3.7307 1.3323 -0.807 -0.624 1.075 0.074
C 0.5233 3.9951 -6.3617 -0.997 -0.084 1.800 0.040
H 1.4735 1.6009 1.0916 -0.087 -0.472 -0.188 0.005
H 0.2795 2.0034 2.6738 -0.296 -0.087 0.127 0.001
H -1.8386 2.0762 -2.9934 0.108 0.185 0.468 0.000
H -3.6561 0.6608 -2.1662 0.018 -0.099 0.057 0.000
H -3.3487 0.3368 1.6747 0.180 -0.196 0.075 0.000
H -0.0945 2.3049 -2.8768 -0.150 0.057 0.269 0.004
C 0.9043 -5.8225 1.8926 0.807 -0.270 -0.188 0.212
H 0.9924 3.5490 -0.4002 -0.205 0.039 0.112 0.000
C -3.6282 -0.3140 -1.6719 -0.333 -0.113 -0.485 0.013
H -2.1038 -1.3761 -4.0052 0.111 -0.135 -0.181 0.010
H -0.5136 4.4950 -0.2596 0.182 -0.160 0.117 0.006
H -0.6221 3.6805 -4.5354 0.275 -0.151 -0.282 0.003
S 2.8929 -3.9386 -1.1142 -0.343 -0.298 0.753 0.005
H 1.9935 -0.1657 0.9286 0.023 0.386 -0.160 0.010
H 0.0778 -0.5034 3.9453 -0.052 -0.184 -0.361 0.004
H 1.4387 -1.1569 -2.8170 0.251 0.048 0.316 0.012
H -1.5998 0.3701 -5.3991 -0.153 0.814 0.016 0.001
O -1.4608 1.2775 -5.0350 0.808 1.029 -2.406 0.176
H -0.8840 -0.1285 -3.6281 -0.056 -0.249 0.361 0.008
C -2.6970 2.6240 -0.0233 -0.111 0.544 -0.492 0.015
C -0.0181 2.4827 -8.1812 -1.347 -1.535 0.131 0.056
H -1.1863 3.6707 -2.5258 -0.072 -0.049 -0.028 0.009
H -3.4609 1.9123 -0.3526 0.235 0.211 0.061 0.000
C -1.0538 2.5877 -2.4237 -0.169 0.269 -0.252 0.054


3.
7
Properties=species:S:1:pos:R:3:forces:R:3:nbo_charge:R:1 method="wB97M-V/def2-TZVPD" orbital_gap_ev="8.44 / 5.64" multiplicity=1 lumo_energy_ev="-1.9 / -3.4" energy_ha=-3483.85536 max_force_ev_per_a=3.496
H -0.0028 0.2078 -0.3925 0.374 -1.221 2.201 0.125
C 0.3091 -1.7060 0.7092 0.049 0.311 -0.791 -0.219
C 0.1050 -0.2820 0.7204 -0.858 1.734 -2.912 0.279
Cl 0.5776 -2.5030 2.1429 0.044 -0.510 0.095 0.154
Br 0.2760 -2.5212 -0.9945 0.127 -0.008 0.883 0.149
O -0.0586 0.4258 1.6828 0.309 -0.288 0.512 -0.492
I 3.9138 0.2406 -0.0207 -0.045 -0.020 0.011 0.004


4.
65
Properties=species:S:1:pos:R:3:forces:R:3:nbo_charge:R:1 method="wB97M-V/def2-TZVPD" charge=+1 orbital_gap_ev=6.06 multiplicity=1 lumo_energy_ev=-6.1 energy_ha=-3138.68974 max_force_ev_per_a=2.003
H 3.9651 -2.1666 2.0106 -0.001 -0.024 -0.013 0.252
S 0.2503 1.9472 5.2171 -0.024 0.034 0.157 0.190
O 2.3927 0.5047 1.5882 0.142 -0.137 -0.337 -0.965
H 2.9920 3.1455 -0.3916 -0.007 0.017 -0.028 0.214
N -3.3030 1.4161 1.1274 -0.085 -0.010 0.035 -0.821
H -4.1380 2.4930 -0.4841 0.003 -0.006 0.000 0.222
H -5.0217 0.3428 -0.9601 0.006 0.025 0.004 0.213
H -5.0455 -1.2726 -1.6532 -0.001 -0.003 -0.004 0.211
C 3.7212 2.6280 -1.0176 0.018 -0.012 0.051 -0.649
C 1.9624 2.0684 -2.7215 -0.015 0.020 0.015 -0.624
S 0.3069 -0.3164 3.5022 0.151 -0.363 -0.778 0.393
O 4.4296 -0.4542 0.2599 0.039 0.011 0.135 -1.057
H -2.1567 -2.4718 0.2688 0.005 0.010 0.003 0.227
P -2.5593 0.2810 0.2174 0.032 0.028 -0.058 2.478
C 4.0526 0.7079 -2.6175 -0.039 -0.059 0.005 -0.650
H -2.1000 -0.6292 -2.3601 0.011 0.009 0.007 0.225
H -4.4354 0.6904 2.7712 -0.006 0.013 0.000 0.198
O 1.9891 -1.4594 0.1910 -0.288 0.140 0.253 -0.879
H -5.6015 -1.0244 0.0112 -0.004 0.007 -0.002 0.203
O -1.4301 -0.3636 1.0266 0.026 -0.035 -0.549 -1.120
H 4.4962 1.3523 -3.3769 0.015 -0.019 -0.015 0.227
H -1.4542 2.9320 -1.9140 0.013 -0.001 -0.006 0.222
H 3.1482 -3.6268 2.5701 -0.006 0.000 0.016 0.237
C 3.0526 1.5250 -1.8183 0.060 0.079 0.003 0.294
H 0.3658 -3.5342 0.0841 0.007 0.012 -0.003 0.221
C -4.8679 -0.7098 -0.7351 0.029 0.017 -0.051 -0.406
H -3.4345 2.1189 3.0900 0.016 0.001 0.003 0.214
N -2.0880 1.0940 -1.1410 0.312 -0.048 0.128 -0.803
C -3.1787 -2.3632 -0.0793 -0.008 0.009 -0.025 -0.399
H 1.4285 1.2524 -3.2101 0.006 -0.001 -0.005 0.215
H 4.8452 0.3119 -1.9877 0.002 0.023 0.028 0.250
C -1.4936 0.2584 -2.1940 -0.130 0.026 -0.096 -0.418
H 4.1741 3.3520 -1.6948 0.002 0.006 -0.004 0.231
Pd 0.5240 0.1389 1.1233 -0.104 0.426 1.954 1.015
H -5.2785 2.1091 0.8198 -0.007 -0.006 -0.011 0.203
H 4.0391 -3.1236 -0.2984 -0.002 0.002 0.010 0.241
H 3.5538 -0.1231 -3.1186 -0.013 0.020 -0.020 0.217
C 0.8617 -3.3732 1.0423 -0.038 0.041 -0.024 -0.630
H 2.4328 -2.0437 2.8848 -0.032 0.006 0.013 0.215
C -1.3584 2.3577 -0.9921 -0.077 -0.033 -0.006 -0.419
H 0.2344 -2.7159 1.6516 0.014 -0.016 0.027 0.199
H -2.6742 0.5306 2.9334 0.005 -0.015 -0.001 0.225
C 2.9905 -2.6308 2.1567 -0.013 0.071 -0.010 -0.667
H -3.2910 -2.8944 -1.0271 -0.001 -0.003 -0.005 0.199
C 0.2448 1.3417 3.7213 -0.183 0.424 0.562 -0.656
H -1.4601 0.8327 -3.1193 -0.020 0.004 -0.006 0.219
H -3.8487 -2.8197 0.6531 -0.002 0.002 -0.001 0.201
N -3.5080 -0.9527 -0.2660 -0.030 -0.159 0.162 -0.826
H -4.0562 3.3678 1.0506 -0.005 -0.003 0.007 0.211
H -0.2881 2.1854 -0.8181 -0.033 -0.022 0.024 0.179
C 3.0569 -3.5756 -0.1628 0.024 0.008 -0.014 -0.640
H 1.2521 2.6764 -2.1603 0.063 0.003 -0.027 0.204
H 2.4107 2.6951 -3.4917 -0.001 0.006 -0.002 0.233
H 4.5071 2.2241 -0.3778 -0.003 -0.007 -0.019 0.237
O 2.3313 0.6411 -0.8676 0.018 -0.087 -0.155 -0.882
H 0.9427 -4.3295 1.5578 0.000 -0.017 -0.021 0.238
C -3.4735 1.1662 2.5608 0.003 -0.001 -0.017 -0.412
S 0.0814 2.1585 2.2562 0.021 -0.257 -0.736 0.261
H -1.7557 2.9465 -0.1708 -0.038 0.000 0.018 0.225
H 2.5476 -3.6092 -1.1258 -0.019 -0.018 0.011 0.220
P 3.0028 -0.1840 0.3177 0.040 -0.026 -0.446 2.541
C -4.2485 2.3953 0.5931 0.045 0.021 -0.005 -0.414
H -0.4686 -0.0452 -1.9468 -0.008 0.009 0.020 0.189
C 2.2427 -2.7809 0.8425 0.103 -0.132 -0.147 0.295
H 3.1885 -4.5955 0.1995 0.012 -0.004 -0.005 0.228


5.
19
Properties=species:S:1:pos:R:3:forces:R:3:nbo_charge:R:1 method="wB97M-V/def2-TZVPD" orbital_gap_ev=9.97 smiles=N[C@]12C[C@H]1C[C@H]1C[C@H]12 multiplicity=1 lumo_energy_ev=1.2 energy_ha=-327.99101 max_force_ev_per_a=2.312
C 0.3284 -1.1233 -0.4456 0.407 -0.539 0.545 -0.215
H 1.3576 1.8524 -1.3530 -0.275 -0.644 0.506 0.220
H -2.4838 -1.5733 -0.0481 0.788 0.875 -0.936 0.352
H 0.0476 -2.0885 -0.9651 0.900 1.316 0.352 0.240
H -2.8559 -0.0699 -0.4263 0.324 -0.302 -0.573 0.352
C -0.9082 -0.2771 -0.1552 1.217 0.716 -0.295 0.093
C 1.4261 -1.1386 0.6051 -0.029 0.516 -0.525 -0.425
C -0.9383 0.6482 1.0379 -0.964 0.352 -0.768 -0.449
H 1.3535 -0.6987 1.5930 -0.494 -0.117 0.018 0.204
C 1.6106 -0.1758 -0.5593 -2.132 -0.758 0.472 -0.221
N -2.1490 -0.7824 -0.6676 -1.459 -0.612 1.043 -0.798
H -1.9554 0.9091 1.3720 0.436 -0.033 -0.378 0.207
H -1.0443 1.9851 -0.8957 0.449 -1.407 0.876 0.225
C -0.4747 1.1619 -0.3513 -0.696 1.212 0.623 -0.227
C 1.0500 1.2449 -0.4680 0.294 0.669 0.509 -0.411
H 2.4615 -0.1973 -1.1915 0.445 -0.900 -0.737 0.222
H 1.4745 1.7855 0.4215 -0.334 -0.364 -0.681 0.205
H -0.2841 0.6001 1.8814 0.681 -0.060 0.117 0.209
H 1.9839 -2.0624 0.6157 0.443 0.081 -0.168 0.218


6.
8
Properties=species:S:1:pos:R:3:forces:R:3:lowdin_spin:R:1 method="wB97M-V/def2-TZVPD" charge=+1 orbital_gap_ev="7.76 / 9.34" multiplicity=6 lumo_energy_ev="-5.8 / -6.8" energy_ha=-1610.72094 max_force_ev_per_a=2.456
C -0.7372 -0.3346 -0.3539 0.442 -0.581 -0.834 0.716
O -0.4697 -1.5047 -0.6355 -0.673 1.328 0.724 0.166
Co -0.1222 1.6297 -0.0551 -0.141 -1.104 2.190 2.628
C 0.8938 -1.9750 -0.9569 0.681 -0.278 -0.272 0.065
H 1.6017 -1.1702 -0.7351 -0.184 -0.219 -0.064 0.006
H 0.8854 -2.2403 -2.0167 -0.023 0.039 0.271 0.001
O -0.0097 1.3970 1.6785 -0.052 0.589 -1.841 1.417
H 1.0536 -2.8491 -0.3219 -0.050 0.227 -0.173 0.001